Entry 1:
Entry from the Open Molecules 2025 dataset: an isolated molecule of C6H5N at a distorted geometry (ωB97M-V with the def2-TZVPD basis set).

## Properties
Strongest force on any atom in eV/A: 3.80
Structure (SMILES): C#C[C@H]1C=CN=C1
Gap between HOMO and LUMO in Eh: 0.373
Highest occupied orbital energy in eV: -9.5
Energy in hartree: -286.2438

Geometry as ORCA input:
```
! RIJCOSX wB97M-V def2-TZVPD def2/J DEFGRID3
* xyz 0 1
C -2.51902 1.06719 -0.24291
C -1.33524 0.91742 -0.10192
C -0.02841 0.49980 0.23766
C 0.05637 -1.10175 0.42676
C 1.21952 -1.52626 -0.15169
N 1.88107 -0.39952 -0.72093
C 1.31354 0.69236 -0.55009
H -3.49498 1.34763 -0.09260
H 0.09829 1.03593 1.11350
H -0.59013 -1.64577 1.09650
H 1.57281 -2.51032 -0.36313
H 1.82618 1.62329 -0.65115
*
```

Population analysis type natural (NBO), resulting atomic charges in e: atom 1 (C): -0.226, atom 2 (C): 0.011, atom 3 (C): -0.419, atom 4 (C): -0.162, atom 5 (C): -0.061, atom 6 (N): -0.413, atom 7 (C): 0.142, atom 8 (H): 0.226, atom 9 (H): 0.265, atom 10 (H): 0.221, atom 11 (H): 0.219, atom 12 (H): 0.198


Entry 2:
Entry from the Open Molecules 2025 dataset: a cluster of 7 separate species, C49H60N6O3Si in total at a distorted geometry (ωB97M-V with the def2-TZVPD basis set).

## Properties
Strongest force on any atom in eV/A: 9.84
Structure (SMILES): C[Si](C)(CCCCCCCC[C@H]1COC(=O)O1)c1ccccc1.c1ccncc1.c1ccncc1.c1ccncc1.c1ccncc1.c1ccncc1.c1ccncc1
Gap between HOMO and LUMO in Eh: 0.314
Highest occupied orbital energy in eV: -8.4
Energy in hartree: -2746.3575

Geometry as ORCA input:
```
! RIJCOSX wB97M-V def2-TZVPD def2/J DEFGRID3
* xyz 0 1
C -3.72109 -1.80870 2.91996
Si -3.30613 -1.94103 1.00399
C -4.82947 -1.20633 0.08445
C -2.96401 -3.80341 0.66793
C -2.31979 -4.14688 -0.79948
C -3.37142 -3.92655 -2.06421
C -2.98295 -2.66719 -3.04280
C -1.71012 -3.00086 -4.07267
C -1.38070 -1.67028 -5.02597
C 0.21032 -1.51862 -5.40396
C 1.20423 -1.44426 -4.07539
C 2.32184 -2.65639 -4.02675
C 2.98109 -2.75346 -2.50755
O 2.00079 -3.62886 -1.79450
C 1.74366 -4.69101 -2.80260
O 1.40957 -5.96137 -2.46194
O 1.87067 -4.05763 -4.12859
C -1.81628 -0.76069 0.70822
C -1.53966 0.41744 1.86139
C -0.31297 1.54275 1.71297
C 0.70055 1.48602 0.42158
C 0.45458 0.33335 -0.74120
C -0.79976 -0.75890 -0.57676
H -4.33538 -0.82852 3.10251
H -2.73136 -1.85026 3.58548
H -4.35500 -2.75176 3.25188
H -5.82439 -1.85237 0.19006
H -4.54468 -0.99337 -1.04187
H -5.02399 -0.13174 0.56697
H -4.02119 -4.35565 0.70747
H -2.31176 -4.34205 1.50009
H -1.25922 -3.63766 -0.99157
H -2.08847 -5.31801 -0.79293
H -4.50615 -3.88556 -1.71069
H -3.30276 -4.90487 -2.74472
H -2.85916 -1.65126 -2.47449
H -3.91759 -2.51796 -3.77047
H -2.08279 -3.84631 -4.82794
H -0.75550 -3.38280 -3.51454
H -1.96898 -1.73992 -6.05866
H -1.77694 -0.69633 -4.49466
H 0.37601 -0.48527 -5.97187
H 0.61813 -2.35376 -6.12546
H 1.82377 -0.43088 -4.03811
H 0.53417 -1.46164 -3.09890
H 3.20773 -2.49135 -4.78608
H 3.30584 -1.76240 -1.97268
H 3.90181 -3.49946 -2.65045
H -2.22288 0.54583 2.82392
H -0.20836 2.36187 2.57436
H 1.55113 2.29375 0.37214
H 1.17547 0.29582 -1.67801
H -0.94255 -1.52999 -1.44484
C 2.28880 4.50673 6.10000
C 0.95123 4.85773 5.95095
C 0.36794 4.70354 4.70350
N 1.02459 4.23475 3.61981
C 2.32243 3.90395 3.79485
C 2.99133 4.01910 5.00283
H 2.77986 4.61246 7.06298
H 0.37648 5.24170 6.78610
H -0.67417 4.96054 4.53731
H 2.82834 3.53191 2.90831
H 4.03456 3.73631 5.08636
C -0.51886 5.58556 -1.86260
C -0.79824 6.12794 -3.11250
C -1.00508 5.25988 -4.17261
N -0.94747 3.91441 -4.06421
C -0.67257 3.41724 -2.83877
C -0.45472 4.20342 -1.71878
H -0.35222 6.23438 -1.00766
H -0.85408 7.20081 -3.25777
H -1.22938 5.63444 -5.16712
H -0.62966 2.33333 -2.77855
H -0.23963 3.74964 -0.75801
C -0.94473 2.39984 10.67514
C -1.29280 3.73399 10.85789
C -0.51421 4.70430 10.24761
N 0.56806 4.43028 9.48671
C 0.88237 3.12615 9.32890
C 0.16356 2.08576 9.89530
H -1.53196 1.61133 11.13672
H -2.15000 4.01173 11.46064
H -0.74697 5.75948 10.35753
H 1.75752 2.93252 8.71495
H 0.46063 1.05584 9.73318
C 7.27814 -3.61084 -1.92414
C 8.06990 -3.53553 -3.06517
C 8.91593 -2.44710 -3.20556
N 9.01453 -1.45028 -2.29893
C 8.23223 -1.55003 -1.20234
C 7.35871 -2.60051 -0.97132
H 6.60372 -4.44966 -1.77857
H 8.02963 -4.30601 -3.82674
H 9.55618 -2.34462 -4.07690
H 8.32845 -0.73531 -0.49011
H 6.75537 -2.63018 -0.07111
C 2.91924 -4.59525 1.14598
C 3.09177 -4.39808 2.51194
C 2.32622 -5.15383 3.38539
N 1.41708 -6.07054 2.98733
C 1.27047 -6.23857 1.65514
C 1.99184 -5.53367 0.70506
H 3.50235 -4.02232 0.43087
H 3.80551 -3.67369 2.88757
H 2.42659 -5.03887 4.46074
H 0.53218 -6.97935 1.36106
H 1.83425 -5.71121 -0.35273
C -5.85540 5.93783 -5.68314
C -6.81105 5.16280 -5.03464
C -6.37837 4.08503 -4.27876
N -5.07992 3.73953 -4.13730
C -4.17530 4.50957 -4.78007
C -4.50998 5.60834 -5.55506
H -6.15641 6.79136 -6.28358
H -7.86742 5.39260 -5.11536
H -7.08549 3.45174 -3.75095
H -3.13893 4.20971 -4.65230
H -3.74091 6.19264 -6.04739
*
```

Atomic partial charges in e from the Mulliken method, atoms 1 to 99: atom 1 (C): -1.038, atom 2 (Si): -0.050, atom 3 (C): -0.790, atom 4 (C): -0.657, atom 5 (C): 0.157, atom 6 (C): -0.641, atom 7 (C): -0.484, atom 8 (C): 0.344, atom 9 (C): -0.604, atom 10 (C): -0.746, atom 11 (C): 0.757, atom 12 (C): -0.082, atom 13 (C): -0.387, atom 14 (O): -0.188, atom 15 (C): 0.601, atom 16 (O): -0.606, atom 17 (O): -0.356, atom 18 (C): 0.422, atom 19 (C): -0.446, atom 20 (C): -0.075, atom 21 (C): -0.813, atom 22 (C): -0.362, atom 23 (C): 0.945, atom 24 (H): 0.242, atom 25 (H): 0.281, atom 26 (H): 0.276, atom 27 (H): 0.254, atom 28 (H): 0.261, atom 29 (H): 0.282, atom 30 (H): 0.307, atom 31 (H): 0.328, atom 32 (H): -0.326, atom 33 (H): 0.349, atom 34 (H): 0.283, atom 35 (H): 0.368, atom 36 (H): 0.068, atom 37 (H): 0.333, atom 38 (H): 0.467, atom 39 (H): -0.612, atom 40 (H): 0.343, atom 41 (H): 0.199, atom 42 (H): 0.294, atom 43 (H): 0.302, atom 44 (H): 0.503, atom 45 (H): -0.885, atom 46 (H): 0.366, atom 47 (H): 0.315, atom 48 (H): 0.135, atom 49 (H): 0.150, atom 50 (H): 0.194, atom 51 (H): 0.344, atom 52 (H): 0.216, atom 53 (H): -0.536, atom 54 (C): -0.189, atom 55 (C): -0.442, atom 56 (C): -0.204, atom 57 (N): -0.402, atom 58 (C): -0.088, atom 59 (C): -0.610, atom 60 (H): 0.512, atom 61 (H): 0.388, atom 62 (H): 0.360, atom 63 (H): 0.319, atom 64 (H): 0.358, atom 65 (C): -0.538, atom 66 (C): -0.274, atom 67 (C): -0.459, atom 68 (N): -0.555, atom 69 (C): -0.364, atom 70 (C): -0.175, atom 71 (H): 0.395, atom 72 (H): 0.390, atom 73 (H): 0.552, atom 74 (H): 0.577, atom 75 (H): 0.432, atom 76 (C): -0.130, atom 77 (C): -0.456, atom 78 (C): -0.140, atom 79 (N): -0.443, atom 80 (C): 0.111, atom 81 (C): -0.680, atom 82 (H): 0.360, atom 83 (H): 0.346, atom 84 (H): 0.358, atom 85 (H): 0.328, atom 86 (H): 0.356, atom 87 (C): -0.154, atom 88 (C): -0.453, atom 89 (C): -0.162, atom 90 (N): -0.566, atom 91 (C): -0.224, atom 92 (C): -0.355, atom 93 (H): 0.473, atom 94 (H): 0.350, atom 95 (H): 0.353, atom 96 (H): 0.357, atom 97 (H): 0.377, atom 98 (C): -0.053, atom 99 (C): -0.460


Entry 3:
Entry from the Open Molecules 2025 dataset: a structure of composition C31H24BrN3RuS4 (ωB97M-V with the def2-TZVPD basis set).

## Properties
⟨S²⟩: 0.76
Strongest force on any atom in eV/A: 0.98
Gap between HOMO and LUMO (spin up / spin down) in Eh: 0.225 / 0.218
Highest occupied orbital energy (spin up / spin down) in eV: -9.8 / -9.8
Energy in hartree: -5621.4944

Geometry as ORCA input:
```
! RIJCOSX wB97M-V def2-TZVPD def2/J DEFGRID3
* xyz 1 2
Ru -0.13361 0.14180 0.27140
S 1.54262 0.45335 -1.34366
C 1.08529 1.84231 -2.30818
C 2.00841 2.27787 -3.27282
C 1.75389 3.38081 -4.06165
C 0.58027 4.11610 -3.89956
C -0.34196 3.70491 -2.96219
C -0.10529 2.55790 -2.19397
S -1.39850 2.05216 -1.09556
C -2.41545 1.04343 -2.21223
C -2.59769 -0.38351 -1.79048
C -3.82000 -0.99201 -2.01969
C -3.94575 -2.35561 -1.80725
C -2.82909 -3.06216 -1.41070
C -1.64256 -2.37607 -1.18988
C -0.39328 -3.15988 -0.92647
S 0.89836 -2.23666 -0.06293
C 0.90550 -3.02107 1.51936
C 0.97251 -4.40371 1.66893
C 1.06231 -4.94672 2.93843
C 1.13109 -4.09975 4.04158
C 1.08774 -2.72657 3.87951
C 0.96590 -2.16972 2.60467
S 0.89936 -0.42589 2.41041
N -1.53575 -1.05480 -1.32808
H 2.93439 1.72687 -3.37944
H 2.47979 3.68015 -4.80686
H 0.39402 4.99907 -4.49565
H -1.25673 4.26400 -2.80605
H -1.91833 1.07997 -3.18126
H -3.38772 1.52440 -2.30320
H -4.65405 -0.40430 -2.37855
H -4.88585 -2.86085 -1.98676
H -2.86726 -4.13456 -1.27160
H 0.03776 -3.45338 -1.88501
H -0.61543 -4.06255 -0.36259
H 0.98077 -5.04930 0.79897
H 1.09099 -6.02029 3.06523
H 1.22742 -4.51681 5.03536
H 1.13874 -2.07042 4.73938
Br -6.21549 -3.82490 2.30552
C -4.87341 -2.51989 2.10245
C -5.22774 -1.18569 1.97694
C -4.23737 -0.23162 1.80013
C -2.90422 -0.61497 1.74153
C -2.56169 -1.95079 1.86746
C -3.54333 -2.90905 2.05814
N -1.85083 0.33848 1.55286
C -1.90287 1.46588 2.13569
C -0.77913 2.40485 1.97312
C -0.78880 3.67045 2.51148
C 0.31243 4.49730 2.30693
C 1.38352 4.01776 1.58199
C 1.33226 2.72316 1.07624
N 0.27418 1.94386 1.26813
H -6.26784 -0.89275 2.01454
H -4.51272 0.81002 1.68160
H -1.51503 -2.23051 1.86877
H -3.27556 -3.95121 2.16737
H -2.71707 1.71714 2.81306
H -1.65056 4.00017 3.07685
H 0.32934 5.49918 2.71445
H 2.26062 4.62429 1.40809
H 2.15101 2.28585 0.51939
*
```

Population analysis type natural (NBO), resulting atomic charges in e: atom 1 (Ru): 0.405, atom 2 (S): -0.086, atom 3 (C): -0.200, atom 4 (C): -0.216, atom 5 (C): -0.170, atom 6 (C): -0.238, atom 7 (C): -0.210, atom 8 (C): -0.181, atom 9 (S): 0.364, atom 10 (C): -0.565, atom 11 (C): 0.226, atom 12 (C): -0.243, atom 13 (C): -0.120, atom 14 (C): -0.243, atom 15 (C): 0.249, atom 16 (C): -0.583, atom 17 (S): 0.469, atom 18 (C): -0.173, atom 19 (C): -0.225, atom 20 (C): -0.219, atom 21 (C): -0.181, atom 22 (C): -0.208, atom 23 (C): -0.207, atom 24 (S): -0.002, atom 25 (N): -0.472, atom 26 (H): 0.232, atom 27 (H): 0.227, atom 28 (H): 0.228, atom 29 (H): 0.221, atom 30 (H): 0.268, atom 31 (H): 0.241, atom 32 (H): 0.233, atom 33 (H): 0.238, atom 34 (H): 0.235, atom 35 (H): 0.263, atom 36 (H): 0.252, atom 37 (H): 0.220, atom 38 (H): 0.228, atom 39 (H): 0.228, atom 40 (H): 0.229, atom 41 (Br): 0.100, atom 42 (C): -0.071, atom 43 (C): -0.231, atom 44 (C): -0.228, atom 45 (C): 0.173, atom 46 (C): -0.226, atom 47 (C): -0.222, atom 48 (N): -0.390, atom 49 (C): 0.132, atom 50 (C): 0.139, atom 51 (C): -0.194, atom 52 (C): -0.130, atom 53 (C): -0.217, atom 54 (C): 0.093, atom 55 (N): -0.380, atom 56 (H): 0.241, atom 57 (H): 0.221, atom 58 (H): 0.242, atom 59 (H): 0.239, atom 60 (H): 0.210, atom 61 (H): 0.239, atom 62 (H): 0.242, atom 63 (H): 0.248, atom 64 (H): 0.256